The following is a quantum chemistry calculation of C36H44F4HfN8O3PS as an isolated structure, from the OMol25 dataset.

Geometry as ORCA input:
```
! RIJCOSX wB97M-V def2-TZVPD def2/J DEFGRID3
* xyz 1 1
N 3.628 0.862 0.457
H 2.617 -2.389 -4.794
C -2.495 1.168 2.608
H 0.765 -1.987 2.832
H -0.396 3.516 -3.182
H 1.333 -4.486 -1.989
H 2.594 -2.041 4.487
H -2.293 -1.905 0.237
N 0.540 2.700 0.459
C 2.989 -3.382 -2.879
C -0.348 2.462 -2.901
H 0.041 0.186 -4.615
C 2.407 -4.589 -2.140
C 0.841 -1.208 3.583
C -3.606 -4.102 2.450
H 2.446 -4.136 -4.822
H -4.903 4.105 3.261
C -4.218 2.131 -0.407
H -3.482 -3.938 4.588
H -4.181 -0.103 3.028
C 1.959 -0.240 5.477
C -0.102 -0.175 3.621
H 4.340 -1.032 -3.152
C 1.030 1.933 -3.215
C -2.927 1.763 -0.747
O -0.627 0.046 0.990
C 1.871 -1.235 4.507
H 3.173 1.077 -3.407
H -2.203 -1.828 4.527
C -1.981 2.705 -1.127
C -2.567 -2.344 1.186
H 2.584 -5.496 -2.720
H -5.717 1.781 3.443
C -3.228 -3.488 3.638
H 4.330 3.251 0.662
F -4.019 5.684 -0.850
C 0.252 -0.336 -3.675
H -2.549 4.555 2.641
C -3.678 4.396 -0.807
N 3.331 3.225 0.494
C -4.686 1.976 3.181
O 0.917 3.756 1.233
H 5.042 -3.694 -2.208
F -2.629 0.457 -0.715
H -0.855 -1.365 -2.105
H 3.498 -2.398 -1.105
N 2.829 -0.306 0.618
O 0.250 3.268 -0.858
Hf 0.774 -0.131 -0.562
H 1.763 2.508 -2.649
S 0.872 -2.540 -0.071
C -4.227 3.280 3.073
H 4.934 -2.908 -3.790
C -2.515 -2.302 3.603
H -1.011 2.682 2.209
H -4.158 -5.032 2.479
C 2.851 2.041 0.410
N 1.537 1.730 0.261
H 4.590 -4.621 -3.635
H 1.869 3.957 1.003
C -2.036 2.485 2.492
C 2.265 -3.247 -4.216
N 1.220 0.496 -2.885
C -2.392 4.038 -1.172
C -4.607 3.450 -0.424
F -1.566 4.996 -1.585
H 1.087 1.544 6.283
C -3.274 -3.536 1.228
H 2.760 -0.267 6.205
C -2.189 -1.726 2.375
H 3.848 -0.240 -1.692
H 2.583 -0.465 1.597
C 2.608 0.145 -3.366
H -0.748 1.608 4.634
C 1.019 0.777 5.524
N -0.626 2.316 -1.459
H -1.631 -1.335 -3.643
H -1.131 1.937 -3.445
C -0.015 0.813 4.596
H 2.512 -0.198 -4.399
C 3.465 -0.819 -2.536
C -2.905 3.536 2.727
H 1.227 2.088 -4.282
H 1.187 -3.172 -4.071
H -3.559 -4.027 0.307
H 4.403 0.923 1.105
C -3.821 0.915 2.950
C 2.866 -2.123 -1.974
H 3.342 -1.121 0.292
H 0.762 -1.258 -3.920
N 1.538 -1.790 -1.505
H -1.663 0.127 -2.686
C -1.039 -0.712 -2.970
H -5.614 3.737 -0.156
H 2.873 -4.718 -1.160
C 4.475 -3.655 -3.141
F -5.083 1.174 -0.063
P -1.335 -0.162 2.320
*
```

Kohn-Sham gap ... 7.63 eV
E ... -3248.79574 hartree
LUMO ... -2.0 eV
Maximum force ... 0.2 eV/A
Energy relative to the best compared isomer or geometry (same formula, charge and spin) ... 317.8 kJ/mol

The following is a quantum chemistry calculation of C6H10 in the gas phase, from the OMol25 dataset.

Geometry as ORCA input:
```
! RIJCOSX wB97M-V def2-TZVPD def2/J DEFGRID3
* xyz 0 1
H 1.834 1.155 -0.666
H 2.042 -0.358 0.823
H -0.421 -1.563 1.624
H -1.501 -1.633 -0.603
C -0.518 0.260 -1.326
C -1.260 -0.620 -0.245
C 1.035 0.341 -0.893
H -1.018 1.225 -1.417
H -0.660 -0.237 -2.302
H 0.538 0.607 2.496
C 1.021 -0.176 0.511
H -0.329 1.523 1.172
C 0.164 0.599 1.477
H -2.235 -0.180 0.030
H 1.621 -0.220 -1.625
C -0.312 -0.722 0.944
*
```

Kohn-Sham gap ... 10.64 eV
E ... -234.54853 hartree
LUMO ... 1.2 eV
Maximum force ... 2.8 eV/A
Energy relative to the best compared isomer or geometry (same formula, charge and spin) ... 141.7 kJ/mol
SMILES string ... C1C[C@@H]2C[C@@H]2C1

The following is a quantum chemistry calculation of a 2-piece molecular cluster, C19H21N2O7 overall, from the OMol25 dataset.

Geometry as ORCA input:
```
! RIJCOSX wB97M-V def2-TZVPD def2/J DEFGRID3
* xyz -1 1
C 1.866 1.556 -2.247
C 1.673 3.864 -3.105
C -2.438 -2.225 -0.801
C 0.837 -3.426 0.488
C 2.265 -4.660 -1.126
O 0.960 0.590 -1.968
H -0.347 -1.764 -0.945
N -0.636 -2.463 2.222
C 1.480 2.965 -2.042
N 0.992 -4.159 -0.619
O 1.798 -3.107 1.193
C -1.693 -2.425 3.024
C -1.082 -1.894 -0.150
C 1.269 5.196 -3.009
C 0.488 4.796 -0.749
C 0.147 3.113 1.465
H -1.163 -0.930 0.356
H 0.154 -4.318 -1.187
O -0.853 4.919 2.671
H 0.259 -2.187 2.596
C -0.595 -2.976 0.845
O -1.386 -4.003 -2.022
H 1.379 -0.253 -2.200
C -2.460 -3.578 -1.535
H 2.129 3.510 -4.027
H -0.429 6.304 0.510
H 0.349 6.693 -1.770
H 0.023 2.449 2.314
H -0.666 -2.459 4.890
H 2.817 -3.844 -1.593
H -2.681 -1.431 -1.510
H -0.977 4.193 3.303
C -0.273 4.439 1.532
O 2.972 1.319 -2.708
H 1.033 1.576 0.287
H -2.369 -1.947 4.983
H 2.079 -5.441 -1.864
H -1.142 -0.835 4.326
C -0.099 5.275 0.432
C 0.900 3.441 -0.837
H 2.854 -5.069 -0.304
C 0.727 2.618 0.294
H 1.416 5.870 -3.847
O -2.811 -2.804 2.710
C 0.669 5.657 -1.837
H -1.240 -3.854 0.771
C -1.447 -1.876 4.408
H -3.205 -2.218 -0.025
O -3.545 -4.194 -1.591
*
```

Kohn-Sham gap ... 6.30 eV
E ... -1372.97214 hartree
LUMO ... 1.7 eV
Maximum force ... 1.9 eV/A
Energy relative to the best compared isomer or geometry (same formula, charge and spin) ... 8.6 kJ/mol

The following is a quantum chemistry calculation of C39H40CaN11O2S3 as an isolated structure, from the OMol25 dataset.

Geometry as ORCA input:
```
! RIJCOSX wB97M-V def2-TZVPD def2/J DEFGRID3
* xyz -1 1
S -0.800 2.945 -3.862
H 4.274 -2.279 2.961
C -2.513 -1.135 3.166
C 0.079 3.815 -2.679
N 0.750 2.695 0.795
H 3.581 0.796 5.324
H 5.219 0.002 -2.326
H 4.885 -0.782 1.067
C -2.318 -1.008 -6.826
O -0.247 -1.177 -2.587
H -1.694 -0.665 -7.641
H -5.675 0.074 -2.268
H 4.873 0.145 2.577
N -0.585 1.923 -1.552
N 1.001 -0.413 2.200
H 1.600 -0.729 1.438
H -1.641 0.801 -2.961
H 1.161 0.502 5.217
H -1.902 -2.002 2.930
C 3.544 -1.577 2.551
H 3.548 0.281 1.403
C 3.622 -2.664 -3.679
C 2.223 4.406 1.100
C -1.726 -1.220 -5.560
H -4.282 -3.481 -2.306
C 4.656 -1.795 -3.351
N -4.851 -2.281 -3.921
C -4.416 -1.669 -5.951
H -4.119 -1.066 -8.007
C 2.111 -1.314 -2.347
H 3.798 -3.523 -4.314
H -0.666 -1.043 -5.420
C 1.909 2.955 3.011
S 2.879 1.067 -1.121
C 0.109 3.105 -1.522
N -2.836 -0.301 -0.635
C -3.658 -1.227 -7.042
H -4.923 -0.002 5.218
C 0.611 -0.157 4.542
C -3.859 0.522 -1.053
N 1.684 4.473 -0.167
H -5.902 -2.756 -2.244
Ca -0.639 0.488 0.520
H 3.729 -2.255 5.072
O 0.596 -1.138 -0.525
C -3.950 1.105 3.678
H -1.961 -1.798 -3.524
C -2.324 -2.736 -0.785
N -5.997 -2.314 -4.634
C 3.182 -1.311 5.003
H 4.407 -0.285 6.462
H 3.642 6.030 1.291
C -3.123 -1.509 -1.049
H -1.384 -2.438 -0.324
H 1.524 -3.053 -3.419
H -3.598 -2.091 4.751
H 4.989 -0.124 4.801
H -3.863 1.566 -0.787
C 2.840 3.725 3.681
H 3.099 3.482 4.704
H 2.351 -1.392 5.702
N -5.759 -1.957 -5.839
H 2.963 -2.134 1.811
H -4.498 2.021 3.851
H 0.254 -1.009 5.123
H 4.192 5.396 3.622
S -2.624 2.463 1.675
C -2.976 1.086 2.649
C 3.139 -0.391 -2.041
C 0.828 3.415 -0.290
H -2.062 -3.253 -1.709
C 1.605 3.297 1.697
H 1.420 2.109 3.470
C 3.162 5.184 1.766
C 3.462 4.821 3.066
C 1.459 -0.609 3.378
C -3.816 -1.872 -4.709
C 4.095 -0.162 5.423
H -2.867 -3.422 -0.131
C -1.108 1.707 -2.715
C -3.447 -1.185 4.179
N 2.660 -1.201 3.653
H 0.549 4.757 -2.904
H 5.658 -1.976 -3.725
C -4.764 -0.197 -1.762
C 4.251 -0.408 1.872
C -2.454 -1.653 -4.477
C 2.356 -2.403 -3.174
C -4.860 -2.582 -2.509
N -2.279 -0.051 2.425
C 0.715 -1.179 -1.792
C -4.178 -0.020 4.430
H -0.249 0.374 4.144
C 4.415 -0.686 -2.557
H 2.031 5.026 -0.930
N -4.300 -1.501 -1.746
*
```

Kohn-Sham gap ... 5.67 eV
E ... -4135.45336 hartree
LUMO ... 2.3 eV
Maximum force ... 0.4 eV/A
Energy relative to the best compared isomer or geometry (same formula, charge and spin) ... 33.6 kJ/mol

The following is a quantum chemistry calculation of a 5-piece molecular cluster, C8H28NO6 overall, from the OMol25 dataset.

Geometry as ORCA input:
```
! RIJCOSX wB97M-V def2-TZVPD def2/J DEFGRID3
* xyz 1 1
N 0.034 -0.680 -1.823
O -0.659 -0.802 3.506
H 0.847 -0.159 -2.119
C 1.049 -7.199 0.470
C 1.188 -7.209 -1.079
O -3.341 5.063 -0.189
H 2.010 -7.836 -1.424
O 4.076 3.047 -2.083
H -1.751 -0.140 5.146
H 3.389 3.628 0.445
H 0.779 -8.233 0.684
H 0.175 -1.641 -2.100
H 2.407 -6.020 -1.978
H 2.132 -6.955 2.062
H 3.908 3.650 -2.811
O -3.354 3.276 -2.761
H 3.212 5.154 -0.556
H 0.175 -6.598 0.721
H -2.897 5.187 -3.518
O 1.519 -5.884 -1.638
C 4.770 3.763 -1.025
H -0.831 -0.272 -2.146
H 4.467 4.982 0.642
H -2.305 0.189 3.487
H -4.821 4.958 -1.442
H -0.196 -1.529 3.928
H -4.287 3.413 -2.943
O 2.238 -6.689 1.145
H 5.362 2.987 -0.541
H -3.632 -1.496 4.691
H -2.181 -2.550 4.971
C -3.789 5.302 -1.496
C -2.669 -1.833 4.309
H 0.352 -7.698 -1.580
C 3.888 4.431 -0.099
C -2.908 4.628 -2.582
C -1.870 -0.561 4.147
H 0.000 -0.648 -0.814
H -1.852 4.573 -2.316
H -3.557 5.745 0.451
H -3.621 6.371 -1.628
H -2.847 -2.271 3.327
H 5.392 4.555 -1.443
*
```

Kohn-Sham gap ... 8.41 eV
E ... -827.43578 hartree
LUMO ... -3.9 eV
Maximum force ... 2.4 eV/A
Energy relative to the best compared isomer or geometry (same formula, charge and spin) ... 258.7 kJ/mol

The following is a quantum chemistry calculation of C16H33Cl in the gas phase, from the OMol25 dataset.

Geometry as ORCA input:
```
! RIJCOSX wB97M-V def2-TZVPD def2/J DEFGRID3
* xyz 0 1
H -1.592 3.807 -1.375
H 0.712 3.927 -1.412
H 3.032 -1.408 1.795
Cl 4.735 -1.260 -0.573
H 0.690 -2.125 3.091
C -2.860 -0.108 -0.475
C 2.074 -2.058 -0.043
H -1.802 -3.038 -3.428
H 1.321 -2.816 -0.331
H -0.011 0.249 2.986
H -1.352 4.252 0.301
C -1.520 -3.289 -2.401
C -1.467 -2.013 -1.535
H -0.641 -1.365 -1.854
H 0.019 -1.762 1.504
C 3.367 -2.431 -0.778
H 1.732 -1.063 -0.460
H -3.053 2.583 0.197
C 2.188 -2.026 1.475
H -0.007 2.471 2.148
H -2.298 -3.944 -2.030
H 3.216 -2.519 -1.842
H -3.936 0.137 -0.295
C -2.815 -1.297 -1.448
H 2.147 0.708 0.837
H -1.651 1.815 0.978
H 0.444 2.208 -1.070
C 0.349 3.205 -0.645
H 1.769 0.166 3.191
H -2.461 1.399 -1.936
H -0.565 -3.838 -2.392
H 1.690 2.601 2.521
H -2.517 -0.438 0.493
C 0.922 -0.025 2.485
H 0.402 0.675 0.520
H 1.086 4.355 1.024
H -1.025 0.790 -1.172
H 2.295 3.307 0.330
H -3.589 -2.008 -1.165
H 3.807 -3.395 -0.433
C -1.160 3.443 -0.414
C -2.028 2.231 0.024
C 0.870 -1.545 2.173
C -2.055 1.081 -0.976
C 0.993 2.361 1.713
H -1.197 -2.318 -0.520
C 1.228 3.374 0.598
C 1.155 0.914 1.280
H -3.112 -0.934 -2.448
H 2.467 -3.037 1.789
*
```

Kohn-Sham gap ... 11.46 eV
E ... -1089.63815 hartree
LUMO ... 0.9 eV
Maximum force ... 1.2 eV/A
Energy relative to the best compared isomer or geometry (same formula, charge and spin) ... 0.0 kJ/mol
SMILES string ... CCCCCCCCCCCCCCCCCl

The following is a quantum chemistry calculation of a 2-piece molecular cluster, H2NO3S overall, from the OMol25 dataset.

Geometry as ORCA input:
```
! RIJCOSX wB97M-V def2-TZVPD def2/J DEFGRID3
* xyz -1 1
O 1.967 -0.625 -1.150
H -1.114 0.141 -0.355
H -0.398 1.853 1.602
O -0.419 0.665 0.062
S 1.041 -1.311 -0.234
N -1.154 1.439 1.040
O 0.077 -2.162 -0.964
*
```

Kohn-Sham gap (alpha / beta) ... 4.98 / 7.55 eV
E ... -679.78050 hartree
LUMO (alpha / beta) ... 3.7 / 3.9 eV
Maximum force ... 1.1 eV/A
Energy relative to the best compared isomer or geometry (same formula, charge and spin) ... 433.9 kJ/mol

Question: E of number 3 (C19H21N2O7)?
Answer: -1372.97214 hartree

Question: Which value of E does entry 4 give?
Answer: -4135.45336 hartree

Question: The lowest energy relative to the best compared isomer or geometry (same formula, charge and spin) belongs to which entry?
Answer: C16H33Cl

Question: Look up the E of the first one.
Answer: -3248.79574 hartree